No. 1
# C12H6AuN3O9

C12H6AuN3O9 as an isolated structure (wB97M-V/def2-TZVPD, the Open Molecules 2025 dataset).

XYZ file:
```
31
Properties=species:S:1:pos:R:3
Au 0.0271 -0.6521 -1.4515
O 0.0692 5.2656 -1.8400
C 0.0087 3.9303 -1.7874
C -1.2065 3.2330 -1.7493
C -1.1594 1.8620 -1.7021
N 0.0202 1.2543 -1.7136
C 1.1968 1.8753 -1.6971
C 1.2314 3.2448 -1.7422
C 2.3635 0.9089 -1.5605
O 3.4938 1.2946 -1.4475
O 2.0039 -0.3730 -1.5836
C -2.3216 0.8915 -1.5615
O -3.4531 1.2794 -1.4552
O -1.9564 -0.3858 -1.5708
H -0.8142 5.6515 -1.8649
H -2.1737 3.7203 -1.7414
H 2.1806 3.7621 -1.7293
O 0.0301 -5.0804 2.5763
C 0.0340 -3.9761 3.3052
O 0.0367 -3.9938 4.5092
C 0.0350 -2.6692 2.5794
C 0.0403 -1.4766 3.2601
N 0.0405 -0.4976 2.3386
N 0.0358 -0.9731 1.0890
C 0.0330 -2.2917 1.2160
C 0.0293 -3.1568 -0.0100
O 0.0248 -4.3675 0.1114
O 0.0324 -2.6085 -1.2043
H 0.0277 -4.8718 1.6100
H 0.0443 -1.2938 4.3214
H 0.0457 0.4943 2.4957
```

Calculated values
HOMO energy = -10.21 eV
frontier orbital gap = 8.64 eV

No. 2
# C12H6BrF3N4S

One molecule with the formula C12H6BrF3N4S in a non-equilibrium geometry (wB97M-V/def2-TZVPD, the Open Molecules 2025 dataset).

XYZ file:
```
27
Properties=species:S:1:pos:R:3
F 3.3271 -2.6236 -1.0464
C 3.4664 -1.2855 -1.1210
F 3.7749 -0.9447 -2.4082
F 4.4819 -0.7890 -0.3293
C 2.1548 -0.6550 -0.6621
C 1.6841 -0.7477 0.6250
C 0.4199 -0.3381 0.9567
C -0.0834 -0.5157 2.3257
C -1.3657 -0.2413 2.7728
C -1.5914 -0.5984 4.1672
C -0.4818 -1.1248 4.7322
S 0.8866 -1.1306 3.6357
N -0.3558 0.2491 0.0081
C 0.1637 0.3938 -1.2271
N -0.6791 0.9691 -2.2527
C -1.9998 1.3394 -2.0219
C -2.4732 1.8912 -3.1568
Br -4.2370 2.5566 -3.4527
C -1.3734 1.8981 -4.1140
N -0.3108 1.3678 -3.5236
N 1.3665 -0.0787 -1.5791
H 2.3504 -1.2000 1.3775
H -2.1172 0.2028 2.1808
H -2.5777 -0.4970 4.6087
H -0.4019 -1.4770 5.7692
H -2.6623 1.1016 -1.1610
H -1.3657 2.2776 -5.1039
```

Calculated values
HOMO energy = -9.16 eV
frontier orbital gap = 8.47 eV

No. 3
# C12H6CsF5N2OSTe4

C12H6CsF5N2OSTe4 as an isolated structure in a non-equilibrium geometry (wB97M-V/def2-TZVPD, the Open Molecules 2025 dataset).

XYZ file:
```
32
Properties=species:S:1:pos:R:3
Cs -1.3709 0.9104 1.0797
F 0.5624 -5.5944 4.5603
C -0.2706 -4.7162 3.9001
C -0.1096 -3.3099 4.0815
F 0.9035 -2.8845 4.9171
C -0.8705 -2.4191 3.3985
F -0.5987 -1.0666 3.5251
C -1.9880 -2.8425 2.5506
S -2.9876 -1.8028 1.6649
C -2.1289 -4.2596 2.4712
F -3.1630 -4.6921 1.7307
C -1.2750 -5.1819 3.0773
F -1.4657 -6.4962 2.9641
Te -4.7030 4.9828 0.7945
Te -4.7898 2.9059 2.4561
Te -1.9171 4.8687 1.0459
Te -2.3860 3.3751 3.5238
N 2.7230 3.2678 -5.1236
C 3.2307 2.4293 -4.1660
O 4.4414 2.1641 -4.0796
C 2.2552 1.9866 -3.1295
C 0.9532 2.4352 -3.0561
C 0.0428 1.8013 -2.1413
N 0.4100 0.7173 -1.4782
C 1.6631 0.2464 -1.6418
C 2.6204 0.8712 -2.4427
H 3.2700 3.4299 -5.9808
H 1.7380 3.4016 -5.3492
H 0.7055 3.4179 -3.5170
H -0.9767 2.1965 -2.0089
H 1.8849 -0.6091 -1.0325
H 3.5970 0.4667 -2.5940
```

Calculated values
HOMO energy (alpha / beta) = 0.90 / 0.70 eV
frontier orbital gap (alpha / beta) = 2.30 / 2.51 eV
net charge = -2

No. 4
# C12H6NOReS5

C12H6NOReS5 as an isolated structure in a non-equilibrium geometry (wB97M-V/def2-TZVPD, the Open Molecules 2025 dataset).

XYZ file:
```
26
Properties=species:S:1:pos:R:3
Re 0.2515 0.2632 0.6518
O -1.9086 3.9183 5.8984
C -1.5195 3.2160 5.0312
S -2.6081 2.1936 4.0244
C -1.3608 1.4907 3.0427
C -0.0528 1.8441 3.3214
S 1.2967 1.1170 2.5507
S 0.1993 3.0312 4.5753
S -1.8086 0.3554 1.8010
S 1.0784 -3.5628 -1.5513
C 1.0523 -3.9528 0.1261
C 0.6703 -2.9181 0.9219
C 0.4199 -1.7341 0.1887
C 0.5981 -1.9567 -1.1876
C 0.3850 -0.8619 -2.0894
C 0.5919 -0.8922 -3.4672
C 0.3886 0.2630 -4.1958
C -0.0266 1.4163 -3.5357
C -0.2377 1.3761 -2.1696
N -0.0251 0.2720 -1.4455
H 1.3326 -4.9432 0.4234
H 0.5601 -2.9972 1.9901
H 0.9316 -1.8045 -3.9317
H 0.5600 0.2732 -5.2594
H -0.1765 2.3371 -4.0730
H -0.5920 2.2562 -1.6411
```

Calculated values
HOMO energy (alpha / beta) = -11.43 / -11.44 eV
multiplicity = 2
frontier orbital gap (alpha / beta) = 5.71 / 5.62 eV
net charge = +1

No. 5
# C12H7Cl5NOSc

C12H7Cl5NOSc as an isolated structure (wB97M-V/def2-TZVPD, the Open Molecules 2025 dataset).

XYZ file:
```
27
Properties=species:S:1:pos:R:3
Sc 0.0926 0.2759 0.3077
Cl 2.6232 0.6273 0.4977
C 1.9219 2.2784 0.2392
C 0.5540 2.2750 0.0591
C -0.0596 3.5091 -0.1479
Cl -1.7679 3.5259 -0.3670
C 0.6846 4.6836 -0.1633
Cl -0.0736 6.1862 -0.4079
C 2.0828 4.6186 0.0297
Cl 3.0001 6.0451 0.0169
C 2.7382 3.3920 0.2417
Cl 4.4167 3.2823 0.4813
O -1.9426 -0.0944 0.4060
C -2.5395 -1.4193 0.2485
C -1.4207 -2.4122 0.0465
C -1.7123 -3.7556 -0.0998
C -0.6729 -4.6451 -0.3220
C 0.6284 -4.1647 -0.3996
C 0.8422 -2.8127 -0.2547
N -0.1630 -1.9361 -0.0330
H -2.6112 0.6080 0.4751
H -3.1929 -1.3941 -0.6245
H -3.1222 -1.6439 1.1419
H -2.7356 -4.1021 -0.0432
H -0.8768 -5.7009 -0.4384
H 1.4637 -4.8269 -0.5740
H 1.8425 -2.3994 -0.3160
```

Calculated values
HOMO energy = -15.24 eV
frontier orbital gap = 6.74 eV
net charge = +2

No. 6
# C12H7Cl8GeN4O2RuSe3Te

C12H7Cl8GeN4O2RuSe3Te as an isolated structure (wB97M-V/def2-TZVPD, the Open Molecules 2025 dataset).

XYZ file:
```
39
Properties=species:S:1:pos:R:3
Ru -0.9408 -0.7145 -0.0831
Se -3.1713 -1.6091 -0.4486
Se -3.6059 -3.6303 0.3881
Te -1.4593 -3.9944 2.4887
Se -0.6841 -1.7323 2.1145
Cl -3.5344 0.1010 2.4167
C -2.6200 1.4032 1.6937
C -1.6649 1.1165 0.7332
C -1.0001 2.2386 0.2257
Cl 0.2109 2.0112 -1.0207
C -1.2366 3.5462 0.6407
Cl -0.3542 4.8709 -0.0258
C -2.2036 3.7788 1.6151
Cl -2.5226 5.3891 2.1544
C -2.9020 2.6975 2.1395
Cl -4.1097 2.9954 3.3441
C 2.9513 -0.1879 2.7235
N 3.2240 -0.4182 1.3157
C 4.5238 -0.8935 0.8707
C 2.2175 -0.3812 0.4511
O 1.0623 -0.0976 0.7969
H 3.8990 -0.1517 3.2563
H 2.3320 -0.9845 3.1386
H 2.4222 0.7546 2.8542
H 5.2831 -0.5454 1.5691
H 4.7510 -0.4892 -0.1136
H 4.5548 -1.9833 0.8209
H 2.4749 -0.6035 -0.5880
O -1.5824 -0.0360 -1.9433
N -1.1912 -0.7286 -2.9857
C -1.5466 -0.2238 -4.1261
C -2.2949 1.0015 -4.2394
N -2.8797 1.9777 -4.3904
C -1.1498 -0.9396 -5.3081
N -0.8415 -1.4910 -6.2665
Cl -0.4481 -4.1907 -2.4063
Ge 0.3448 -2.5229 -1.2373
Cl 1.8009 -3.6453 0.0691
Cl 1.8910 -1.6880 -2.6379
```

Calculated values
HOMO energy (alpha / beta) = -4.88 / -6.04 eV
multiplicity = 5
frontier orbital gap (alpha / beta) = 6.63 / 6.21 eV
net charge = -1

No. 7
# C12H7MnN3O2Se2Te2

C12H7MnN3O2Se2Te2 as an isolated structure (wB97M-V/def2-TZVPD, the Open Molecules 2025 dataset).

XYZ file:
```
29
Properties=species:S:1:pos:R:3
Mn -0.3682 -0.6193 -2.4241
Se 0.7264 -2.2134 -3.6481
Te -0.0620 -2.5414 -5.9545
Te -2.0479 -0.7705 -6.0863
Se -1.9546 0.2303 -3.8418
O -1.2170 -0.1126 4.4753
N -0.1287 0.2961 4.0997
O 0.7957 0.6192 4.8155
C 0.0977 0.3475 2.6258
C 0.9896 1.2520 2.2001
C 1.2461 1.4224 0.8028
C 2.1463 2.3699 0.2721
C 2.3178 2.4543 -1.0866
C 1.5980 1.5998 -1.9180
N 0.7456 0.7010 -1.4356
C 0.5702 0.6149 -0.0899
C -0.3585 -0.3671 0.3764
N -0.9483 -1.1258 -0.5910
C -1.8208 -2.0648 -0.2423
C -2.1414 -2.2958 1.0899
C -1.5577 -1.5376 2.0745
C -0.6283 -0.5221 1.7286
H 1.5135 1.8587 2.9258
H 2.6981 3.0257 0.9378
H 2.9995 3.1697 -1.5234
H 1.7133 1.6424 -2.9912
H -2.2644 -2.6491 -1.0368
H -2.8510 -3.0731 1.3391
H -1.8091 -1.7114 3.1062
```

Calculated values
HOMO energy (alpha / beta) = -15.47 / -15.54 eV
multiplicity = 2
frontier orbital gap (alpha / beta) = 5.86 / 5.97 eV
net charge = +2

No. 8
# C12H8BrCuN2O5

C12H8BrCuN2O5 as an isolated structure in a non-equilibrium geometry (wB97M-V/def2-TZVPD, the Open Molecules 2025 dataset).

XYZ file:
```
29
Properties=species:S:1:pos:R:3
Cu 0.0627 -0.1389 0.1614
O -0.3769 1.2350 1.3397
C -1.1194 1.0762 2.3430
C -1.6172 -0.1395 2.8532
C -2.3906 -0.0687 4.0327
C -2.8781 -1.2051 4.5795
C -2.6313 -2.4610 3.9978
C -1.8891 -2.5558 2.8545
C -1.3541 -1.4001 2.2417
O -0.6588 -1.5492 1.1445
N -3.6874 -1.1235 5.8104
O -3.8111 -0.0292 6.3239
O -4.0334 -2.1752 6.3112
H -1.3915 1.9890 2.8779
H -2.5992 0.8846 4.5017
H -3.0456 -3.3418 4.4693
H -1.6909 -3.5104 2.3834
O 0.1755 -3.6677 -4.7348
C 0.2754 -2.8838 -3.6668
C 1.3827 -2.8623 -2.8184
C 1.3685 -2.0077 -1.7494
N 0.3364 -1.1840 -1.4864
C -0.7218 -1.2299 -2.3065
Br -2.1454 -0.0801 -1.8667
C -0.8062 -2.0460 -3.3981
H 0.9636 -4.2096 -4.8606
H 2.2405 -3.5024 -2.9866
H 2.2088 -1.9639 -1.0684
H -1.6774 -2.0513 -4.0376
```

Calculated values
HOMO energy (alpha / beta) = -12.44 / -12.37 eV
multiplicity = 2
frontier orbital gap (alpha / beta) = 8.39 / 6.60 eV
net charge = +1

| no. | energy (Eh) |
| --- | --- |
| 1 | -1438.0402 |
| 2 | -3951.6956 |
| 3 | -2635.4166 |
| 4 | -2659.8265 |
| 5 | -3652.6025 |
| 6 | -14156.8134 |
| 7 | -7265.4874 |
| 8 | -5161.9757 |